# 1
The following is a quantum chemistry calculation of C12H7Cl2O6S3Tc as an isolated structure, from OMol25.

```
31
Properties=species:S:1:pos:R:3:lowdin_spin:R:1
Tc 0.984 -0.288 -0.666 0.880
Cl 0.478 -2.592 -0.001 0.028
C 1.618 -2.867 1.311 -0.005
C 1.587 -4.094 1.935 0.002
C 2.478 -4.314 2.976 -0.006
C 3.364 -3.324 3.367 0.002
C 3.369 -2.100 2.717 -0.006
Cl 4.483 -0.887 3.224 -0.002
C 2.486 -1.844 1.664 -0.006
S 2.543 -0.279 0.834 -0.063
H 0.889 -4.856 1.619 0.000
H 2.479 -5.268 3.486 0.000
H 4.058 -3.490 4.178 0.000
O -0.896 0.416 -0.294 0.010
S -1.200 1.788 -0.902 0.000
O 0.266 2.282 -1.430 0.003
O 1.280 1.645 -0.638 0.093
C -1.841 1.664 -2.553 0.000
C -2.866 2.571 -2.750 0.000
C -3.382 2.798 -4.029 0.000
C -2.866 2.115 -5.105 0.000
C -1.847 1.177 -4.912 0.000
C -1.319 0.952 -3.656 0.000
S -0.231 -0.461 -3.621 -0.001
O 1.199 0.348 -3.167 0.021
O -0.550 -1.190 -2.377 -0.001
O 1.890 -0.562 -2.324 0.053
H -3.257 3.127 -1.906 0.000
H -4.182 3.514 -4.161 0.000
H -3.253 2.284 -6.100 0.000
H -1.477 0.606 -5.755 0.000
```

Results
total charge	+1
⟨S²⟩	0.7639
multiplicity	2
energy	-84578.165	eV
M	512.29	g mol⁻¹
energy relative to the best compared isomer or geometry (same formula, charge and spin)	5.4573	eV
HOMO (spin up / spin down)	-0.450 / -0.451	hartree
frontier orbital gap (spin up / spin down)	7.229 / 7.636	eV

=====

# 2
The following is a quantum chemistry calculation of one molecule with the formula C12H7NS2, from OMol25.

```
22
Properties=species:S:1:pos:R:3:mulliken_charge:R:1
C -3.442 0.184 1.004 -0.445
C -3.224 0.546 2.292 -0.617
C -2.247 -0.003 0.265 0.066
C -1.101 0.228 1.017 0.534
C 2.707 0.351 0.951 -0.897
C 2.971 -0.004 -0.359 -0.471
C 1.420 0.449 1.498 -0.543
C 1.623 -0.661 -2.565 -1.129
C 0.264 -0.744 -2.715 -0.217
C 0.318 0.178 0.697 0.220
C 1.896 -0.293 -1.214 0.514
C 0.661 -0.172 -0.600 0.621
N -0.387 -0.459 -1.554 -0.159
S -1.551 0.672 2.643 -0.191
S -2.430 -0.489 -1.457 -0.037
H -4.418 0.049 0.573 0.353
H -3.947 0.753 3.056 0.445
H 3.543 0.571 1.599 0.352
H 3.989 -0.053 -0.718 0.402
H 1.293 0.738 2.530 0.375
H 2.346 -0.846 -3.334 0.419
H -0.282 -0.994 -3.606 0.404
```

Results
total charge	0
structure (SMILES)	c1cc2c3c(c1)ccn3Sc1ccsc1-2
energy	-35716.419	eV
M	229.33	g mol⁻¹
HOMO	-0.276	hartree
frontier orbital gap	6.528	eV

=====

# 3
The following is a quantum chemistry calculation of C12H8BrCeCl3N3O4Si as an isolated structure, from OMol25.

```
33
Properties=species:S:1:pos:R:3:lowdin_spin:R:1
Ce 0.309 0.067 -0.147 0.999
O -0.432 1.537 -1.575 -0.004
N -1.330 2.312 -1.072 0.004
N -1.985 1.814 -0.107 0.003
O -1.770 0.596 0.357 -0.004
C -3.023 2.608 0.484 0.000
C -3.490 2.247 1.738 0.000
C -4.487 3.005 2.329 0.000
C -5.011 4.107 1.672 0.000
C -4.542 4.451 0.410 0.000
C -3.549 3.703 -0.194 0.000
H -3.064 1.382 2.226 0.000
H -4.857 2.733 3.309 0.000
H -5.789 4.696 2.139 0.000
H -4.960 5.303 -0.109 0.000
H -3.175 3.949 -1.176 0.000
Br -1.575 -2.590 1.316 0.000
C -0.100 -2.064 2.407 0.000
C 0.540 -2.930 3.265 0.000
C 1.662 -2.438 3.923 0.000
C 2.086 -1.138 3.697 0.000
C 1.377 -0.363 2.797 0.000
N 0.290 -0.826 2.172 -0.001
C 1.862 1.030 2.341 0.000
O 2.679 1.605 3.022 -0.001
O 1.341 1.397 1.218 -0.003
H 0.196 -3.945 3.392 0.000
H 2.219 -3.084 4.589 0.000
H 2.959 -0.719 4.177 0.000
Cl 2.354 0.527 -1.924 0.001
Si 1.262 -1.254 -2.577 0.007
Cl 2.748 -2.267 -3.511 0.001
Cl 1.777 -2.147 -0.138 -0.002
```

Results
total charge	0
⟨S²⟩	0.7507
multiplicity	2
energy	-153653.520	eV
M	612.68	g mol⁻¹
energy relative to the best compared isomer or geometry (same formula, charge and spin)	0.1037	eV
HOMO (spin up / spin down)	-0.302 / -0.342	hartree
frontier orbital gap (spin up / spin down)	7.766 / 8.912	eV

=====

# 4
The following is a quantum chemistry calculation of C12H8Cl2N15O5RuSSe as an isolated structure, from OMol25.

```
45
Properties=species:S:1:pos:R:3:lowdin_spin:R:1
Ru -0.351 0.348 0.228 0.798
N 0.086 3.477 -0.532 0.032
C -0.043 3.189 0.790 0.024
N 0.073 4.070 1.785 -0.005
N -0.178 3.352 2.906 0.048
N -0.413 2.121 2.651 -0.014
N -0.344 1.969 1.305 0.033
C -1.938 2.682 -1.955 -0.003
N -2.613 2.083 -3.069 0.000
N -3.029 0.200 -4.606 -0.001
N -1.521 0.044 -4.079 0.000
N 0.690 0.800 -3.144 0.002
H -2.545 2.962 -1.112 -0.001
Se -1.900 -1.766 2.335 -0.002
N -1.309 -2.192 3.931 -0.003
C -0.105 -1.655 4.076 0.000
C 0.704 -1.749 5.241 -0.001
C 1.909 -1.129 5.218 0.000
C 2.319 -0.423 4.042 -0.001
N 1.619 -0.313 2.956 0.000
C 0.403 -0.916 2.959 -0.001
N -0.424 -0.867 1.914 -0.004
H 0.341 -2.299 6.099 0.000
H 2.574 -1.156 6.071 0.000
H 3.291 0.062 4.033 0.000
N 5.888 0.766 -1.283 0.007
C 4.990 0.486 -0.603 0.002
N 4.074 0.107 0.264 0.015
C 2.814 0.296 0.097 0.015
N 1.658 0.380 0.078 0.002
C -1.089 -3.031 -2.716 0.000
S -0.635 -2.764 -1.024 0.002
O 0.487 -3.631 -0.739 0.002
O -1.828 -3.020 -0.232 0.002
O -0.252 -1.325 -1.039 0.020
H -1.346 -4.082 -2.826 0.000
H -0.233 -2.778 -3.339 0.000
H -1.930 -2.385 -2.952 0.000
Cl -0.441 2.134 -1.449 -0.002
C -2.525 0.913 -3.686 0.000
Cl -2.696 0.277 0.190 0.030
C -0.607 0.575 -5.005 0.000
O -0.664 0.550 -6.191 0.000
O 0.556 1.127 -4.382 0.001
H -3.516 2.510 -3.205 0.000
```

Results
total charge	-2
⟨S²⟩	0.7575
multiplicity	2
energy	-148960.746	eV
M	725.30	g mol⁻¹
energy relative to the best compared isomer or geometry (same formula, charge and spin)	12.5357	eV
HOMO (spin up / spin down)	-0.074 / -0.074	hartree
frontier orbital gap (spin up / spin down)	5.308 / 5.327	eV

=====

# 5
The following is a quantum chemistry calculation of an isolated ion of composition C12H9BrF3N4O6 and charge +1, from OMol25.

```
35
Properties=species:S:1:pos:R:3:mulliken_charge:R:1
N 4.609 -1.212 -0.752 -0.649
C 3.250 -0.742 -1.068 -0.533
C 2.542 -0.259 0.260 -0.895
C 1.043 -0.394 0.247 0.580
N 0.511 -1.550 -0.124 0.054
C -0.797 -1.759 -0.170 0.303
Br -1.338 -3.459 -0.794 0.004
C -1.687 -0.799 0.207 -0.792
N -3.117 -0.934 0.198 0.397
C -3.646 -1.811 1.214 0.629
O -4.696 -1.582 1.710 -0.417
F -2.929 -2.854 1.625 -0.174
C -3.645 -1.221 -1.085 0.616
O -4.279 -2.167 -1.403 -0.406
F -3.391 -0.256 -1.958 -0.210
C -1.166 0.435 0.606 1.855
C -2.140 1.528 1.046 0.290
O -3.134 1.255 1.641 -0.398
O -1.843 2.852 0.794 -0.459
C 0.205 0.630 0.597 -0.354
C 0.827 1.981 0.971 -1.316
O 1.252 2.141 2.074 -0.457
N 0.864 2.957 -0.059 -0.015
C 0.486 2.459 -1.328 0.557
O -0.578 2.544 -1.843 -0.391
F 1.487 1.863 -1.986 -0.195
H 4.975 -0.618 -0.014 0.280
H 4.549 -2.135 -0.330 0.292
H 2.661 -1.542 -1.519 0.372
H 3.369 0.129 -1.712 0.227
H 2.856 0.764 0.470 0.478
H 2.943 -0.867 1.081 0.526
H 1.118 -2.314 -0.404 0.375
H -1.464 3.165 1.632 0.424
H 0.306 3.771 0.175 0.404
```

Results
total charge	+1
structure (SMILES)	NCCc1[nH+]c(Br)c(N(C(=O)F)C(=O)F)c(C(=O)O)c1C(=O)NC(=O)F
energy	-109022.585	eV
M	442.12	g mol⁻¹
energy relative to the best compared isomer or geometry (same formula, charge and spin)	0.0000	eV
HOMO	-0.488	hartree
frontier orbital gap	7.384	eV

=====

# 6
The following is a quantum chemistry calculation of a 2-piece molecular cluster, C12H9Cl2N3O2 overall, from OMol25.

```
28
Properties=species:S:1:pos:R:3:mulliken_charge:R:1
N -2.431 -3.027 2.185 -0.460
C -1.446 -2.400 2.151 -0.185
C -0.235 -1.664 2.097 0.531
C -0.228 -0.307 1.903 1.096
C -1.434 0.442 1.924 -0.332
N -2.419 1.063 2.022 -0.458
C 1.020 0.462 2.044 0.241
O 1.003 1.688 2.124 -0.553
C 2.278 -0.310 2.201 0.326
Cl 3.735 0.567 2.313 -0.120
C 2.283 -1.671 2.232 0.087
Cl 3.740 -2.555 2.272 -0.114
C 1.013 -2.439 2.205 0.476
O 1.007 -3.672 2.242 -0.585
C 0.141 0.833 -3.131 -0.491
C -0.388 2.146 -2.513 -0.532
C -1.210 1.729 -1.272 -0.548
N -0.877 0.337 -1.040 -0.102
C -0.409 -0.309 -2.242 -0.680
H -0.161 0.723 -4.176 0.307
H 1.232 0.805 -3.071 0.220
H 0.446 2.763 -2.174 0.240
H -0.991 2.715 -3.224 0.299
H -0.970 2.310 -0.369 0.310
H -2.293 1.857 -1.468 0.269
H -1.538 -0.188 -0.486 0.163
H -1.226 -0.843 -2.765 0.277
H 0.357 -1.055 -1.982 0.319
```

Results
total charge	0
structure (SMILES)	N#CC1=C(C#N)C(=O)C(Cl)=C(Cl)C1=O.C1CCNC1
energy	-46197.389	eV
M	298.13	g mol⁻¹
energy relative to the best compared isomer or geometry (same formula, charge and spin)	1.9694	eV
HOMO	-0.325	hartree
frontier orbital gap	5.668	eV